No. 1
A cluster of 2 separate species, C3H10O in total at a distorted geometry, computed with the ωB97M-V functional and the def2-TZVPD basis.

```
! wB97M-V def2-TZVPD RIJCOSX def2/J DEFGRID3
* xyz 0 1
C 0.1734 1.5548 -0.0168
C 0.3936 0.1022 0.3329
C -0.7476 -0.4021 1.2533
H 0.7120 1.9408 -0.8826
H 0.5183 2.1785 0.8087
H -0.8645 1.7856 -0.2676
H 1.2906 -0.0309 0.9402
H 0.4482 -0.6223 -0.4717
H -0.4058 -1.0195 2.0755
H -1.3034 0.4391 1.6938
H -1.5970 -0.7698 0.6665
H 1.0342 -1.1911 -1.9751
H -0.2861 -1.9356 -1.9526
O 0.6342 -2.0297 -2.2044
*
```

## Properties
SMILES ... CCC.O
Energy ... -195.51214 Ha

Charges obtained by Löwdin population analysis, quoted in units of e: atom 1 (C): -0.127, atom 2 (C): -0.303, atom 3 (C): -0.117, atom 4 (H): 0.063, atom 5 (H): 0.076, atom 6 (H): 0.073, atom 7 (H): 0.102, atom 8 (H): 0.045, atom 9 (H): 0.065, atom 10 (H): 0.065, atom 11 (H): 0.069, atom 12 (H): 0.011, atom 13 (H): 0.031, atom 14 (O): -0.054

***

No. 2
A cluster of 2 separate species, C3H10O2 in total at a distorted geometry, computed with the ωB97M-V functional and the def2-TZVPD basis.

```
! wB97M-V def2-TZVPD RIJCOSX def2/J DEFGRID3
* xyz -1 2
C 0.5545 0.3224 -0.9577
C 1.4156 -0.9333 -1.0086
C 2.9487 -0.6104 -0.9985
O 1.1157 -2.0162 -0.0681
H 0.6811 0.6873 0.0714
H 1.0954 0.9848 -1.6075
H -0.4128 0.0310 -1.3679
H 1.2609 -1.5358 -1.9115
H 3.2749 -0.4206 -2.0590
H 3.1625 0.3452 -0.5400
H 3.4528 -1.5973 -0.6675
H 0.3619 -1.7018 0.4553
H -5.4762 3.4259 2.2483
H -5.5200 1.9085 2.2610
O -5.0377 2.6562 2.6751
*
```

## Properties
⟨S²⟩ ... 0.750
Energy ... -270.69369 Ha

Charges obtained by Löwdin population analysis, quoted in units of e: atom 1 (C): -0.206, atom 2 (C): -0.537, atom 3 (C): -0.120, atom 4 (O): -0.139, atom 5 (H): 0.073, atom 6 (H): 0.045, atom 7 (H): 0.042, atom 8 (H): 0.110, atom 9 (H): 0.064, atom 10 (H): 0.046, atom 11 (H): 0.093, atom 12 (H): 0.055, atom 13 (H): -0.042, atom 14 (H): -0.046, atom 15 (O): -0.438

***

In order of appearance, relative energy (zero: lowest compared OMol25 entry of this formula, charge and spin) = 10.5 21.9 kcal/mol.